Entry 1:
A single C18H16N4O3S molecule. Source: the OMol25 dataset; level of theory: the ωB97M-V functional and the def2-TZVPD basis.

Results
HOMO = -9.37 eV
energy above the lowest of the compared OMol25 structures with the same formula, charge and spin = 42.00 kcal per mole
LUMO level = 0.07 eV
SMILES = COc1cc(N/C(=N/S(=O)(=O)c2ccccc2)c2ccccc2)ncn1
E_tot = -1538.46720 a.u.
Kohn-Sham gap = 9.44 eV

The geometry in ORCA input format:
```
! RIJCOSX wB97M-V def2-TZVPD def2/J DEFGRID3
* xyz 0 1
C 4.521 2.912 -0.800
O 3.473 1.995 -0.532
C 2.341 2.173 -1.212
C 1.281 1.289 -0.981
C 0.130 1.525 -1.714
N -1.028 0.781 -1.630
C -1.295 -0.319 -0.872
N -0.383 -0.841 -0.144
S -0.598 -2.046 0.975
O -0.272 -3.310 0.375
O -1.853 -1.919 1.666
C 0.740 -1.535 2.043
C 0.465 -0.951 3.262
C 1.515 -0.495 4.044
C 2.818 -0.622 3.590
C 3.081 -1.208 2.361
C 2.034 -1.670 1.581
C -2.676 -0.825 -0.976
C -2.905 -2.195 -1.060
C -4.200 -2.675 -1.129
C -5.272 -1.798 -1.104
C -5.049 -0.433 -1.015
C -3.757 0.055 -0.958
N 0.042 2.540 -2.589
C 1.103 3.300 -2.721
N 2.252 3.177 -2.082
H 5.350 2.610 -0.163
H 4.209 3.931 -0.565
H 4.811 2.869 -1.852
H 1.362 0.481 -0.279
H -1.760 1.115 -2.245
H -0.564 -0.868 3.576
H 1.316 -0.039 5.002
H 3.635 -0.262 4.198
H 4.098 -1.303 2.013
H 2.197 -2.137 0.623
H -2.068 -2.875 -1.072
H -4.373 -3.738 -1.194
H -6.283 -2.176 -1.147
H -5.883 0.252 -0.985
H -3.588 1.119 -0.860
H 1.032 4.116 -3.427
*
```

Here are the Löwdin charges for atoms 1 to 4, given in e: C -0.07; O -0.04; C -0.34; C 0.09

---

Entry 2:
2 unconnected molecules or ions with the total composition C18H16N6O7 in a non-equilibrium geometry. Source: the OMol25 dataset; level of theory: the ωB97M-V functional and the def2-TZVPD basis.

Results
HOMO = -7.27 eV
energy above the lowest of the compared OMol25 structures with the same formula, charge and spin = 85.57 kcal per mole
LUMO level = -2.00 eV
E_tot = -1550.22717 a.u.
Kohn-Sham gap = 5.26 eV

The geometry in ORCA input format:
```
! RIJCOSX wB97M-V def2-TZVPD def2/J DEFGRID3
* xyz 0 1
C -4.511 -0.074 1.849
C -4.059 1.154 2.361
C -2.746 1.294 2.798
C -1.862 0.186 2.765
C -0.556 0.264 3.371
C 0.463 -0.609 3.024
N 1.710 -0.265 2.653
C 2.638 -1.378 2.411
C 4.066 -0.919 2.615
O 4.339 0.303 1.922
C 3.474 1.393 2.248
C 1.995 1.047 2.070
C -2.306 -1.022 2.172
C -3.626 -1.159 1.758
H -5.544 -0.186 1.518
H -4.740 2.007 2.424
H -2.371 2.237 3.205
H -0.302 1.111 4.023
H 0.301 -1.687 3.114
H 2.384 -2.156 3.136
H 2.520 -1.778 1.389
H 4.265 -0.820 3.701
H 4.760 -1.645 2.164
H 3.647 1.739 3.288
H 3.769 2.179 1.536
H 1.774 1.066 0.983
H 1.370 1.797 2.567
H -1.605 -1.859 2.103
H -3.971 -2.119 1.361
O -0.079 -3.444 9.428
N -0.007 -2.346 8.905
C -0.535 -1.739 7.777
C -0.049 -0.421 7.734
N 0.817 -0.191 8.767
O 0.854 -1.376 9.457
C -0.550 0.503 6.728
N -0.148 1.899 6.672
O 0.456 2.444 7.613
O -0.448 2.530 5.620
C -1.515 0.048 5.812
C -2.063 -1.229 5.996
N -3.364 -1.656 5.694
O -4.301 -1.117 5.114
O -3.552 -2.876 6.364
N -2.440 -3.233 7.085
C -1.568 -2.191 6.909
H -2.000 0.726 5.119
*
```

Here are the Löwdin charges for atoms 1 to 4, given in e: C -0.10; C -0.09; C -0.05; C -0.26

---

Entry 3:
A single C18H16N8O4 molecule in a non-equilibrium geometry. Source: the OMol25 dataset; level of theory: the ωB97M-V functional and the def2-TZVPD basis.

Results
HOMO = -8.16 eV
energy above the lowest of the compared OMol25 structures with the same formula, charge and spin = 2.93 kcal per mole
LUMO level = -0.27 eV
SMILES = CCOc1cccc(-c2c(C(=O)N/N=C/c3ccco3)nnn2-c2nonc2N)c1
E_tot = -1434.40146 a.u.
Kohn-Sham gap = 7.89 eV

The geometry in ORCA input format:
```
! RIJCOSX wB97M-V def2-TZVPD def2/J DEFGRID3
* xyz 0 1
C 0.520 3.490 -2.133
C 0.135 3.624 -0.663
O 1.263 3.622 0.198
C 1.795 2.450 0.607
C 2.825 2.544 1.550
C 3.407 1.407 2.069
C 2.993 0.151 1.657
C 1.989 0.047 0.696
C 1.543 -1.260 0.243
C 0.285 -1.812 0.019
C -1.066 -1.223 0.104
O -1.278 -0.030 0.228
N -2.018 -2.194 0.012
N -3.363 -2.119 0.027
C -3.995 -1.021 0.207
C -5.427 -1.033 0.211
C -6.339 -2.053 0.053
C -7.613 -1.462 0.155
C -7.393 -0.131 0.366
O -6.083 0.137 0.401
N 0.464 -3.119 -0.308
N 1.696 -3.404 -0.313
N 2.392 -2.308 0.020
C 3.775 -2.294 0.012
N 4.512 -3.237 0.526
O 5.776 -2.918 0.285
N 5.880 -1.751 -0.390
C 4.661 -1.319 -0.594
N 4.340 -0.229 -1.326
C 1.396 1.193 0.167
H -0.368 3.586 -2.750
H 1.225 4.273 -2.403
H 0.982 2.526 -2.335
H -0.331 4.599 -0.494
H -0.574 2.842 -0.367
H 3.131 3.525 1.875
H 4.185 1.494 2.813
H 3.423 -0.735 2.099
H -1.677 -3.140 -0.132
H -3.528 -0.052 0.362
H -6.103 -3.083 -0.112
H -8.562 -1.951 0.082
H -8.066 0.692 0.501
H 5.115 0.374 -1.551
H 3.468 0.233 -1.117
H 0.608 1.072 -0.556
*
```

Here are the Löwdin charges for atoms 1 to 4, given in e: C -0.06; C -0.23; O -0.04; C -0.25

---

Entry 4:
A molecular structure, C18H16N8S3SbSe3TeTi in a non-equilibrium geometry. Source: the OMol25 dataset; level of theory: the ωB97M-V functional and the def2-TZVPD basis.

Results
HOMO (spin up / spin down) = -1.03 / -1.07 eV
energy above the lowest of the compared OMol25 structures with the same formula, charge and spin = 8.07 kcal per mole
LUMO level (spin up / spin down) = 3.94 / 3.78 eV
E_tot = -10890.46079 a.u.
Kohn-Sham gap (spin up / spin down) = 4.97 / 4.85 eV
⟨S²⟩ = 0.764

The geometry in ORCA input format:
```
! RIJCOSX wB97M-V def2-TZVPD def2/J DEFGRID3
* xyz -2 2
Ti -0.988 0.356 0.975
N 1.313 -3.029 -1.538
C 0.482 -2.011 -1.286
N 0.736 -0.995 -0.515
C 1.888 -1.014 0.213
N 2.135 -0.069 1.078
N 1.094 0.812 1.148
C 1.380 1.892 1.767
C 0.340 2.883 1.830
C 0.541 4.126 2.417
C -0.459 5.072 2.309
C -1.621 4.729 1.639
C -1.765 3.438 1.151
N -0.807 2.524 1.240
C 2.843 -2.090 0.040
C 4.040 -2.168 0.756
C 4.863 -3.264 0.604
C 4.495 -4.303 -0.249
C 3.321 -4.245 -0.972
C 2.501 -3.126 -0.837
H 0.851 -3.915 -1.826
H -0.499 -2.065 -1.764
H 2.352 2.046 2.224
H 1.464 4.319 2.947
H -0.350 6.050 2.760
H -2.441 5.426 1.545
H -2.691 3.093 0.714
H 4.279 -1.366 1.440
H 5.786 -3.331 1.167
H 5.132 -5.175 -0.338
H 2.999 -5.058 -1.608
S -1.867 2.481 4.699
Sb -2.592 0.413 3.944
S -3.314 0.811 1.620
S -0.547 -0.674 3.074
Se -2.277 -2.034 0.598
Se -3.116 -2.474 -1.532
Te -0.795 -5.577 -0.763
Se -0.638 -3.826 1.037
N -4.325 0.470 -3.358
C -3.075 0.860 -2.926
C -2.747 0.624 -1.580
N -1.523 0.835 -1.126
C -0.646 1.399 -1.997
C -1.016 1.709 -3.273
N -2.233 1.425 -3.772
H -4.670 -0.335 -2.848
H -4.381 0.361 -4.358
H -3.488 0.246 -0.892
H 0.357 1.560 -1.624
H -0.319 2.184 -3.952
*
```

Here are the Löwdin charges for atoms 1 to 4, given in e: Ti 0.15; N 0.06; C -0.26; N 0.08

---

Entry 5:
A single C18H16O5S molecule in a non-equilibrium geometry. Source: the OMol25 dataset; level of theory: the ωB97M-V functional and the def2-TZVPD basis.

Results
HOMO = -8.90 eV
energy above the lowest of the compared OMol25 structures with the same formula, charge and spin = 46.00 kcal per mole
LUMO level = -0.29 eV
SMILES = CC(=O)C[C@@H](C1=C(O)c2ccccc2OS1(=O)=O)c1ccccc1
E_tot = -1469.78877 a.u.
Kohn-Sham gap = 8.60 eV

The geometry in ORCA input format:
```
! RIJCOSX wB97M-V def2-TZVPD def2/J DEFGRID3
* xyz 0 1
C 1.309 -0.723 -4.026
C 0.580 -1.357 -2.877
O 0.978 -2.462 -2.491
C -0.809 -0.867 -2.418
C -1.099 -0.878 -0.850
C 0.223 -0.375 -0.230
C 1.104 -1.168 0.486
O 1.163 -2.559 0.333
C 2.009 -0.534 1.539
C 3.121 -1.238 2.119
C 3.875 -0.682 3.145
C 3.525 0.593 3.701
C 2.481 1.264 3.162
C 1.755 0.805 2.069
O 0.777 1.662 1.552
S 0.545 1.428 -0.084
O -0.479 2.297 -0.681
O 1.794 1.709 -0.843
C -2.286 -0.012 -0.359
C -2.887 -0.220 0.935
C -3.937 0.644 1.485
C -4.436 1.656 0.695
C -3.868 1.907 -0.600
C -2.856 1.051 -1.067
H 1.375 0.370 -3.925
H 2.336 -0.985 -4.010
H 0.880 -0.865 -5.072
H -1.638 -1.436 -2.967
H -0.912 0.165 -2.779
H -1.282 -1.908 -0.439
H 0.929 -2.731 -0.632
H 3.406 -2.176 1.696
H 4.719 -1.223 3.492
H 4.187 1.106 4.295
H 2.240 2.198 3.586
H -2.420 -0.905 1.687
H -4.402 0.410 2.502
H -5.350 2.202 1.036
H -4.209 2.709 -1.221
H -2.443 1.128 -1.946
*
```

Here are the Löwdin charges for atoms 1 to 4, given in e: C -0.01; C -0.38; O 0.05; C -0.06